No. 1
A cluster of 2 separate species, C8H11N5O in total. Source: the Open Molecules 2025 dataset; level of theory: ωB97M-V with the def2-TZVPD basis set.

Geometry as ORCA input:
```
! wB97M-V def2-TZVPD RIJCOSX def2/J DEFGRID3
* xyz 0 1
C -1.37367 -0.90378 0.77885
C -0.40670 0.67124 1.83731
C 0.57253 -0.04486 1.15352
C 1.23485 2.35881 2.27169
C 2.07192 1.66466 1.43309
C -0.17332 2.04023 2.38132
C 1.93838 -2.12135 -0.72214
C 0.50996 -2.06543 -0.29113
N -1.61002 0.09596 1.58712
N -0.04086 -1.11826 0.49006
N 1.76923 0.49407 0.89580
N -2.20754 0.89482 -3.09883
N -1.73930 -0.15477 -2.07489
O -1.03630 2.74331 2.86959
H -2.11272 -1.52367 0.19940
H 1.48248 3.36770 2.51135
H 3.14821 2.00884 1.36488
H 2.60290 -1.75002 -0.01890
H 1.93324 -1.59579 -1.65103
H 2.29847 -3.17513 -0.76362
H -0.19051 -2.94862 -0.41881
H -2.64650 -0.74934 -2.03021
H -3.05179 0.63455 -3.52784
H -1.45117 0.77840 -3.85921
H -1.52179 0.39843 -1.31734
*
```

Summary:
- HOMO-LUMO gap (alpha / beta): 7.695 / 5.230 eV
- HOMO level (alpha / beta): -8.37 / -7.53 eV
- Max |F|: 5.87 eV/A
- Relative energy (zero: lowest compared OMol25 entry of this formula, charge and spin): 122.1 kcal per mole



No. 2
A structure of composition C8H11N5O2. Source: the Open Molecules 2025 dataset; level of theory: ωB97M-V with the def2-TZVPD basis set.

Geometry as ORCA input:
```
! wB97M-V def2-TZVPD RIJCOSX def2/J DEFGRID3
* xyz 2 1
C 0.59552 1.31692 0.85268
C 2.07700 -0.19300 0.19809
C -0.05214 -0.69042 -0.31273
C -2.29147 -1.00212 -0.10970
C 3.53835 -0.56292 0.16202
C -0.57159 0.69849 -0.05391
C -0.13235 1.84206 -1.20546
C -4.66163 -0.71049 0.27785
N 1.75057 0.87153 0.87680
N -1.84122 0.83746 0.20465
N 1.17078 -1.02636 -0.33766
N -1.09323 -1.54208 -0.35256
N 4.28942 0.23325 0.86654
O 4.06573 -1.59690 -0.41889
O -3.43276 -1.46384 0.01249
H 0.41792 2.19612 1.46408
H -1.13384 2.33668 -1.35269
H 0.16840 1.19649 -2.05668
H 0.69065 2.51373 -0.82175
H -4.62485 0.41340 0.44086
H -5.36587 -1.10169 1.07668
H -5.32344 -0.94358 -0.58988
H 3.51058 -2.09634 -0.89755
H -0.86819 -2.58742 -0.30125
H 3.82318 0.93475 1.46529
H 5.29447 0.12630 0.91269
*
```

Summary:
- HOMO-LUMO gap (alpha / beta): 7.475 / 6.367 eV
- HOMO level (alpha / beta): -16.83 / -15.63 eV
- Max |F|: 5.78 eV/A
- Relative energy (zero: lowest compared OMol25 entry of this formula, charge and spin): 76.7 kcal per mole



No. 3
A structure of composition C8H11NO. Source: the Open Molecules 2025 dataset; level of theory: ωB97M-V with the def2-TZVPD basis set.

Geometry as ORCA input:
```
! wB97M-V def2-TZVPD RIJCOSX def2/J DEFGRID3
* xyz 0 1
C 3.34506 -0.29883 0.09401
C 1.96012 -0.38447 0.47736
C -0.31444 -0.22410 -0.32120
C -0.95743 -1.54156 -0.29746
C -2.42637 -1.50850 0.02936
C -3.06630 -0.29546 0.16109
C -2.40585 0.94775 0.19625
C -1.08737 0.91516 -0.17085
H 3.51559 0.33239 -0.81421
H 3.76409 -1.57129 -0.54087
H 4.07881 0.17446 0.83440
H 1.63141 0.65874 1.00349
H 1.79689 -0.88229 1.18477
H -0.58133 -2.43578 -0.22737
H -2.99417 -2.45847 -0.15485
H -4.10491 -0.41815 0.21178
H -2.69262 2.30329 0.33589
H 0.70548 2.17671 -0.97131
H -0.88042 2.62679 -0.32697
N -0.23557 2.11470 -0.10689
O 0.94932 -0.23107 -0.59642
*
```

Summary:
- HOMO-LUMO gap: 9.138 eV
- HOMO level: -8.27 eV
- Max |F|: 14.75 eV/A
- Relative energy (zero: lowest compared OMol25 entry of this formula, charge and spin): 205.1 kcal per mole



No. 4
The molecule C8H11NO2. Source: the Open Molecules 2025 dataset; level of theory: ωB97M-V with the def2-TZVPD basis set.

Geometry as ORCA input:
```
! wB97M-V def2-TZVPD RIJCOSX def2/J DEFGRID3
* xyz 0 3
C -2.84445 0.50244 0.46320
C -2.42849 1.45870 -0.54008
C -2.03117 -0.41713 0.97660
C -1.19199 1.65294 -0.92437
C -0.61208 -0.66125 0.57523
C 0.22076 0.48434 0.06309
C 3.75317 0.67134 0.29923
C -0.58486 -1.74816 -0.54405
N 1.49216 0.24868 0.36076
O 0.69110 -2.28261 -0.71960
O 2.47626 1.09796 -0.12683
H -3.87093 0.56431 0.79349
H -3.21661 2.04769 -1.00470
H -2.41433 -1.11598 1.70909
H -0.08691 -1.10783 1.42947
H -0.73968 2.32044 -1.62518
H 4.46135 1.27805 -0.26231
H 3.90719 -0.38708 0.07029
H 3.88997 0.83519 1.37261
H -0.96459 -1.30600 -1.47774
H -1.23739 -2.57841 -0.25975
H 1.33150 -1.55765 -0.62847
*
```

Summary:
- HOMO-LUMO gap (alpha / beta): 6.559 / 6.747 eV
- HOMO level (alpha / beta): -5.78 / -9.42 eV
- Max |F|: 8.51 eV/A
- Relative energy (zero: lowest compared OMol25 entry of this formula, charge and spin): 66.2 kcal per mole



No. 5
The molecule C8H11NO4S. Source: the Open Molecules 2025 dataset; level of theory: ωB97M-V with the def2-TZVPD basis set.

Geometry as ORCA input:
```
! wB97M-V def2-TZVPD RIJCOSX def2/J DEFGRID3
* xyz 0 1
C -0.13267 -1.82190 -1.48319
C -0.93240 -0.84849 -1.10008
C -1.54731 0.23171 -1.90716
S -1.42242 -0.84320 0.64749
O -1.03441 -2.08485 1.26071
O -2.80288 -0.44762 0.73675
C -0.41461 0.49655 1.46992
C -0.99478 1.89293 1.25316
C 0.23918 2.12861 0.38199
O 0.67051 3.00709 -0.31151
N 0.72460 0.88455 0.68200
C 1.91199 0.23884 0.36306
C 2.21415 -0.99870 0.74817
O 3.37204 -1.63736 0.45764
H 0.19684 -2.55589 -0.77012
H 0.20170 -1.93062 -2.50234
H -0.95325 1.14471 -1.85403
H -2.54364 0.43569 -1.51904
H -1.62352 -0.06112 -2.95229
H -0.21038 0.14516 2.48046
H -1.03326 2.52412 2.13706
H -1.95495 1.91754 0.74320
H 2.57931 0.85189 -0.23083
H 1.54062 -1.61261 1.32810
H 3.94952 -1.05705 -0.05912
*
```

Summary:
- SMILES: C=C(C)S(=O)(=O)[C@@H]1CC(=O)N1/C=C/O
- HOMO-LUMO gap: 9.080 eV
- HOMO level: -8.58 eV
- Max |F|: 0.96 eV/A
- Relative energy (zero: lowest compared OMol25 entry of this formula, charge and spin): 52.7 kcal per mole



No. 6
The molecule C8H11NO4S. Source: the Open Molecules 2025 dataset; level of theory: ωB97M-V with the def2-TZVPD basis set.

Geometry as ORCA input:
```
! wB97M-V def2-TZVPD RIJCOSX def2/J DEFGRID3
* xyz 0 1
C 1.56411 2.91886 0.12243
C 1.14518 1.80022 -0.01747
C 0.63733 0.47888 -0.18306
C 0.89814 0.15750 -1.93206
N -0.81898 0.32832 0.05063
C -1.36034 0.98098 1.21091
C -2.73860 0.28479 1.41052
O -2.81695 -0.65191 0.40206
C -1.65157 -0.75530 -0.27322
O -1.42107 -1.70681 -0.97888
S 1.59891 -0.75313 0.82156
C 1.39988 -2.45691 0.10223
O 2.97496 -0.44792 0.70345
O 1.09776 -0.74744 2.14985
H 1.73291 3.94879 0.04856
H 0.19330 -0.59656 -2.10142
H 0.96165 1.19340 -2.36547
H 1.88608 -0.16314 -1.97010
H -1.51956 2.00252 0.90868
H -0.65149 0.90930 2.13628
H -2.77022 -0.10349 2.48599
H -3.75207 0.97077 1.35076
H 0.37888 -2.77061 0.16273
H 1.60011 -2.45372 -0.88765
H 2.14159 -2.98664 0.71190
*
```

Summary:
- SMILES: C#C[C@](C)(N1CCOC1=O)S(C)(=O)=O
- HOMO-LUMO gap: 10.306 eV
- HOMO level: -9.61 eV
- Max |F|: 4.89 eV/A
- Relative energy (zero: lowest compared OMol25 entry of this formula, charge and spin): 96.4 kcal per mole



No. 7
The molecule C8H11NO4S2. Source: the Open Molecules 2025 dataset; level of theory: ωB97M-V with the def2-TZVPD basis set.

Geometry as ORCA input:
```
! wB97M-V def2-TZVPD RIJCOSX def2/J DEFGRID3
* xyz 0 1
O -2.98216 -1.53439 -1.40958
C -2.79471 -0.73903 -0.53308
O -2.56633 -1.11376 0.73631
C -2.86649 0.75918 -0.72086
C -2.26844 1.60057 0.40540
C -0.73688 1.59774 0.43269
N -0.13581 0.34909 0.85038
S 0.30348 -0.76498 -0.31043
O -0.05733 -2.07321 0.15107
O -0.10282 -0.31175 -1.60489
C 2.06463 -0.63792 -0.22040
C 2.94358 -1.50674 0.34683
C 4.27851 -1.05786 0.24838
C 4.37485 0.14046 -0.38684
S 2.84099 0.74140 -0.88280
H -2.42010 -2.07390 0.76520
H -3.92678 1.00223 -0.83700
H -2.37340 0.97664 -1.66999
H -2.64718 1.25185 1.36810
H -2.59176 2.63469 0.26912
H -0.38574 2.37914 1.11616
H -0.34610 1.80198 -0.56590
H -0.61649 -0.09726 1.61597
H 2.63064 -2.42733 0.80267
H 5.12168 -1.60358 0.63087
H 5.26016 0.70673 -0.59737
*
```

Summary:
- SMILES: O=C(O)CCCNS(=O)(=O)c1cccs1
- HOMO-LUMO gap: 9.896 eV
- HOMO level: -9.35 eV
- Max |F|: 1.18 eV/A
- Relative energy (zero: lowest compared OMol25 entry of this formula, charge and spin): 1.3 kcal per mole



No. 8
The molecule C8H11NSi. Source: the Open Molecules 2025 dataset; level of theory: ωB97M-V with the def2-TZVPD basis set.

Geometry as ORCA input:
```
! wB97M-V def2-TZVPD RIJCOSX def2/J DEFGRID3
* xyz 0 1
H -4.13002 0.78160 -0.18395
N -3.33556 1.16642 0.29681
C -2.09128 0.41382 0.09276
Si -1.86173 -1.34495 -0.61266
C -1.04366 0.98844 0.95599
C 0.48295 0.61866 0.52637
C 1.39261 0.05368 1.33385
C 2.65956 -0.36583 0.83865
C 2.84022 -0.36602 -0.50862
C 1.94446 0.34133 -1.39944
C 0.74283 0.70502 -0.87944
H -0.71830 -1.34200 -1.49722
H -1.67481 -2.50117 0.30362
H -3.11544 -1.63117 -1.39473
H -1.11982 0.50613 1.98269
H -1.37676 2.00694 1.06929
H 1.24662 0.19944 2.45798
H 3.29105 -0.93840 1.47605
H 3.81844 -0.60790 -0.88945
H 2.18434 0.44439 -2.45049
H -0.13571 0.87158 -1.51807
*
```

Summary:
- SMILES: [H]/N=C(\[SiH3])Cc1ccccc1
- HOMO-LUMO gap: 9.431 eV
- HOMO level: -9.47 eV
- Max |F|: 7.27 eV/A
- Relative energy (zero: lowest compared OMol25 entry of this formula, charge and spin): 18.9 kcal per mole



No. 9
A cluster of 2 separate species, C8H11O2PS in total. Source: the Open Molecules 2025 dataset; level of theory: ωB97M-V with the def2-TZVPD basis set.

Geometry as ORCA input:
```
! wB97M-V def2-TZVPD RIJCOSX def2/J DEFGRID3
* xyz 0 1
C -0.47059 3.26793 -0.01704
C -1.14883 2.38314 -0.83979
C 0.53088 2.81458 0.82874
C -0.82648 1.03752 -0.82090
C 0.84658 1.46757 0.87387
C 0.17970 0.60027 0.02759
C 2.89603 -2.14982 -0.08928
C -2.52150 -2.08316 0.34447
O 0.36910 -1.82095 -1.30367
O 1.96109 -1.38606 0.64214
P 0.46490 -1.19902 0.02449
S -3.70362 -0.92533 -0.26036
H -0.72538 4.31731 -0.03266
H -1.93274 2.73738 -1.49327
H 1.06272 3.50955 1.46157
H -1.32342 0.33414 -1.46981
H 1.61187 1.09379 1.53681
H 3.71960 -1.49658 -0.38459
H 2.43257 -2.56528 -0.98817
H 3.27482 -2.95720 0.53807
H -2.82647 -2.47056 1.31354
H -1.48686 -1.61812 0.47948
H -2.38395 -2.89109 -0.37123
*
```

Summary:
- HOMO-LUMO gap (alpha / beta): 7.658 / 6.541 eV
- HOMO level (alpha / beta): -9.04 / -8.30 eV
- Max |F|: 1.79 eV/A
- Relative energy (zero: lowest compared OMol25 entry of this formula, charge and spin): 25.9 kcal per mole



No. 10
The molecule C8H12. Source: the Open Molecules 2025 dataset; level of theory: ωB97M-V with the def2-TZVPD basis set.

Geometry as ORCA input:
```
! wB97M-V def2-TZVPD RIJCOSX def2/J DEFGRID3
* xyz 0 1
C 1.72723 -1.29754 0.28630
C 1.20868 -0.50842 -0.63097
C -0.00188 0.28794 -0.30368
C -0.12638 1.56171 -0.06508
C 1.08877 2.51207 -0.06131
C -1.20227 -0.69350 -0.23812
C -1.77988 -1.13173 -1.33652
C -1.43726 -1.16945 1.12560
H 1.23690 -1.44254 1.34615
H 2.58756 -1.92768 0.19008
H 1.67408 -0.26970 -1.49938
H -0.96322 2.12260 0.11691
H 2.00612 2.13115 0.57325
H 1.41857 2.80331 -0.98101
H 0.98740 3.50409 0.43219
H -1.46778 -0.72540 -2.31591
H -2.63011 -1.95144 -1.26845
H -1.81459 -0.42031 1.73347
H -2.07300 -2.11195 1.24314
H -0.43893 -1.27320 1.65333
*
```

Summary:
- SMILES: C=C/C(=C\C)C(=C)C
- HOMO-LUMO gap: 10.040 eV
- HOMO level: -9.00 eV
- Max |F|: 4.38 eV/A
- Relative energy (zero: lowest compared OMol25 entry of this formula, charge and spin): 54.4 kcal per mole



No. 11
The molecule C8H12. Source: the Open Molecules 2025 dataset; level of theory: ωB97M-V with the def2-TZVPD basis set.

Geometry as ORCA input:
```
! wB97M-V def2-TZVPD RIJCOSX def2/J DEFGRID3
* xyz 0 1
C 2.29879 -1.76288 1.85733
C 0.96416 -1.54928 1.66701
C 0.44387 -1.10377 0.36672
C -0.44884 -0.11648 0.05927
C -1.35224 0.43952 1.12475
C -0.31920 0.68279 -1.18966
C 0.63411 0.24163 -2.06329
C -1.42531 1.66412 -1.65973
H 2.90797 -1.69170 0.91406
H 2.80767 -1.72352 2.80408
H 0.23199 -1.73703 2.46625
H 1.37883 -1.10404 -0.26688
H -2.39340 0.81818 0.84948
H -1.56186 -0.16574 2.01364
H -0.85631 1.38344 1.49967
H 0.78289 -0.83965 -2.11939
H 1.20308 0.83435 -2.85419
H -2.36655 1.09579 -1.56154
H -1.36507 1.97161 -2.73003
H -1.56459 2.66265 -1.17756
*
```

Summary:
- SMILES: C=C/C=C(\C)C(=C)C
- HOMO-LUMO gap: 7.942 eV
- HOMO level: -7.76 eV
- Max |F|: 3.01 eV/A
- Relative energy (zero: lowest compared OMol25 entry of this formula, charge and spin): 61.5 kcal per mole



No. 12
The molecule C8H12. Source: the Open Molecules 2025 dataset; level of theory: ωB97M-V with the def2-TZVPD basis set.

Geometry as ORCA input:
```
! wB97M-V def2-TZVPD RIJCOSX def2/J DEFGRID3
* xyz 0 1
C 0.55556 -1.24041 -2.07074
C 0.92632 -0.55294 -0.99117
C 0.17370 0.11895 0.06288
C 0.34400 1.46980 0.35589
C 1.30873 2.38099 -0.26952
C -0.87931 -0.64202 0.63356
C -2.04509 -0.73194 -0.04288
C -0.66008 -1.27246 1.95228
H -0.54202 -1.23306 -2.33393
H 1.19962 -1.87632 -2.70769
H 1.99613 -0.73488 -0.62672
H -0.36793 1.99656 0.97029
H 2.43822 1.85212 -0.40494
H 0.94285 2.73249 -1.21595
H 1.45730 3.20414 0.40502
H -2.05591 -0.22610 -1.06890
H -2.92370 -1.25177 0.30018
H -0.09030 -0.61502 2.68857
H -1.62786 -1.21650 2.49558
H -0.15023 -2.16165 1.86819
*
```

Summary:
- SMILES: C=C/C(=C\C)C(=C)C
- HOMO-LUMO gap: 9.653 eV
- HOMO level: -8.61 eV
- Max |F|: 4.63 eV/A
- Relative energy (zero: lowest compared OMol25 entry of this formula, charge and spin): 51.2 kcal per mole



Question: Among the records above, which one has the highest max |F|?
Answer: C8H11NO